1.
Below is one molecule with the formula C3H8OS at a distorted geometry, with properties calculated with ωB97M-V/def2-TZVPD.

Last column: Mulliken charge in e.
Positions of all 13 atoms, in Å:
C  0.029  -0.951  -0.911  -0.666
O  -0.393  -0.856  -2.290  -0.532
C  -0.233  0.375  -0.178  -0.229
C  0.123  0.160  1.266  -0.679
S  -0.417  1.388  2.417  -0.229
H  -0.550  -1.806  -0.570  0.383
H  1.112  -1.159  -0.934  0.295
H  0.239  -0.333  -2.768  0.295
H  0.547  1.009  -0.637  0.304
H  -1.260  0.697  -0.309  0.265
H  1.116  -0.195  1.568  0.441
H  -0.426  -0.749  1.616  0.250
H  0.113  2.419  1.728  0.100

The structure (SMILES) is OCCCS. As for the net charge: 0.

=====

2.
Below is an isolated ion of composition C5H10N3 and charge +1 at a distorted geometry, with properties calculated with ωB97M-V/def2-TZVPD.

Last column: Mulliken charge in e.
Positions of all 18 atoms, in Å:
C  2.016  0.389  -0.566  -0.698
C  1.102  -0.940  -0.016  -0.482
C  -0.263  -0.657  0.279  0.290
C  -1.533  -1.400  0.138  -0.599
N  -2.410  -0.482  0.636  -0.113
C  -1.931  0.647  1.234  -0.152
N  -0.626  0.513  0.932  0.002
N  1.380  1.295  -1.458  -0.462
H  2.013  1.105  0.349  0.329
H  2.892  -0.164  -0.989  0.354
H  1.471  -1.683  -0.777  0.392
H  1.716  -1.323  0.778  0.338
H  -1.641  -2.336  -0.390  0.417
H  -3.497  -0.635  0.656  0.306
H  -2.406  1.566  1.510  0.379
H  0.049  1.245  1.136  0.237
H  0.695  1.922  -1.036  0.227
H  0.972  0.936  -2.414  0.236

The structure (SMILES) is NCCc1c[nH]c[nH+]1. As for the net charge: +1.

=====

3.
Below is one molecule with the formula C3H4ClF2NO4 at a distorted geometry, with properties calculated with ωB97M-V/def2-TZVPD.

Last column: Mulliken charge in e.
Positions of all 15 atoms, in Å:
C  -0.501  0.489  1.154  -0.533
C  -0.045  -0.354  -0.035  0.197
C  0.687  0.669  -0.820  0.726
N  0.638  -1.737  0.127  0.962
O  1.856  -1.626  0.165  -0.524
O  -0.005  -2.763  0.228  -0.545
O  -1.473  -0.139  1.891  -0.513
O  -0.051  1.784  -1.228  -0.477
F  1.226  0.122  -1.916  -0.268
F  1.705  1.093  -0.060  -0.252
Cl  -1.583  -1.020  -1.167  -0.190
H  -0.731  1.440  0.636  0.313
H  0.326  0.494  1.819  0.406
H  -2.178  -0.415  1.333  0.373
H  0.129  1.963  -2.127  0.325

The structure (SMILES) is O=[N+]([O-])[C@@](Cl)(CO)C(O)(F)F. As for the net charge: 0.

=====

LUMO readings, ordered: 0.88, -3.44, -0.75 eV
Energy above the lowest of the compared OMol25 structures with the same formula, charge and spin readings, ordered: 12.05, 58.50, 22.47 kcal/mol
Highest occupied orbital energy readings, ordered: -9.1, -12.5, -11.3 eV